(1)
210
Properties=species:S:1:pos:R:3 method="wB97M-V/def2-TZVPD" largest_force_ev_per_a=2.3 smiles=c1cc[nH]c1.c1cc[nH]c1.c1cc[nH]c1.COCCNCCOC.COCCNCCOC.COCCNCCOC.COCCNCCOC.COCCNCCOC.COCCNCCOC.CCCC#N.CCCC#N.CCCC#N e_tot_ev=-106705.2968
C 2.8936 -6.5654 -2.1092
C 1.4758 -6.9564 -1.6939
C 0.2824 -6.4885 -2.5530
C 0.4065 -5.1234 -3.0461
N 0.4895 -4.0336 -3.4059
H 3.5562 -6.8207 -1.2811
H 3.0526 -5.5128 -2.3346
H 3.2095 -7.1682 -2.9621
H 1.2561 -6.6900 -0.6605
H 1.4363 -8.0452 -1.7693
H -0.6947 -6.5755 -2.0805
H 0.2837 -7.0919 -3.4675
C -4.6582 -2.0728 3.8493
C -4.3689 -1.4428 5.2077
C -4.1422 0.0746 5.1820
C -3.0987 0.5241 4.2437
N -2.3312 0.9102 3.4847
H -4.6501 -3.1600 3.9172
H -3.9147 -1.7902 3.0995
H -5.6284 -1.7802 3.4414
H -3.4716 -1.8952 5.6329
H -5.2130 -1.5743 5.8852
H -3.8932 0.4309 6.1793
H -4.9969 0.5898 4.7301
C -5.4392 2.4316 1.4331
C -5.7045 0.9470 1.5592
C -4.7465 0.0385 0.7968
C -4.4375 0.5144 -0.5607
N -4.1285 0.9221 -1.5904
H -6.2315 3.0270 1.8869
H -5.3007 2.7696 0.4050
H -4.5075 2.7130 1.9362
H -6.6930 0.7582 1.1295
H -5.7329 0.6445 2.6061
H -5.1928 -0.9548 0.7195
H -3.7571 -0.0968 1.2447
C 2.9406 0.8449 5.3096
O 3.3439 1.4913 4.1227
C 2.6265 1.1047 2.9713
C 3.3939 1.5222 1.7512
N 4.7063 0.8402 1.6573
C 5.5227 1.4113 0.6002
C 6.9859 1.0171 0.7329
O 7.2154 -0.2907 0.2734
C 8.5505 -0.6800 0.4603
H 1.9091 1.0134 5.6216
H 3.6001 1.1520 6.1220
H 3.1742 -0.2233 5.2124
H 1.6364 1.5699 3.0077
H 2.4937 0.0171 2.8860
H 3.5461 2.6039 1.6448
H 2.8796 1.2283 0.8296
H 5.1669 1.0090 2.5478
H 5.5140 2.5091 0.6756
H 5.2061 1.1746 -0.4189
H 7.3257 1.2717 1.7464
H 7.5632 1.6837 0.0752
H 9.2560 0.0792 0.0915
H 8.8102 -1.5372 -0.1610
H 8.7568 -0.8773 1.5150
C 2.1753 0.7042 -2.6262
O 2.7709 1.9680 -2.8412
C 2.2905 2.7458 -3.9310
C 2.6406 2.1633 -5.3072
N 1.7411 1.0856 -5.6572
C 1.8483 0.5922 -7.0232
C 0.7058 -0.3272 -7.4076
O -0.4409 0.4179 -7.7208
C -1.6083 -0.2957 -8.0565
H 2.3057 0.1086 -3.5332
H 1.1173 0.7670 -2.3502
H 2.6941 0.1455 -1.8453
H 2.7389 3.7219 -3.7570
H 1.2024 2.8021 -3.8297
H 3.6736 1.7959 -5.3531
H 2.6513 2.9426 -6.0910
H 0.8025 1.1534 -5.2535
H 2.7940 0.0475 -7.1136
H 1.9162 1.4491 -7.7113
H 0.4822 -1.0584 -6.6255
H 1.0750 -0.8567 -8.2954
H -2.4344 0.3685 -8.3106
H -1.8353 -0.9373 -7.2010
H -1.4575 -0.8151 -9.0135
C -0.1904 2.7163 -0.7229
O 0.2931 3.5602 0.3033
C -0.2988 3.4537 1.5681
C -1.7669 3.8392 1.6317
N -1.8527 5.2790 1.3252
C -3.2270 5.7143 1.1345
C -3.2904 7.1210 0.5918
O -2.6283 7.1459 -0.6569
C -2.7218 8.3495 -1.3689
H 0.4835 2.8958 -1.5579
H -1.2236 2.9752 -0.9890
H -0.1989 1.6715 -0.3878
H 0.3181 4.0083 2.2739
H -0.2656 2.4151 1.9422
H -2.1775 3.6225 2.6182
H -2.3273 3.2838 0.8648
H -1.3189 5.3737 0.4655
H -3.7443 5.6125 2.0926
H -3.7222 5.0011 0.4541
H -2.7475 7.8105 1.2540
H -4.3070 7.5204 0.4963
H -3.2464 9.1294 -0.8057
H -3.2938 8.2261 -2.2926
H -1.7333 8.7365 -1.6200
C 0.8506 6.4767 -6.6215
O -0.5469 6.3148 -6.5231
C -1.1426 5.6494 -7.6355
C -0.8232 4.1654 -7.7105
N -1.4899 3.2849 -6.7587
C -1.1497 3.6458 -5.3783
C -1.6545 2.5666 -4.4315
O -0.8873 1.3893 -4.6684
C -1.3817 0.2212 -4.0882
H 1.2049 7.3288 -6.0406
H 1.2353 6.6595 -7.6299
H 1.3227 5.5791 -6.2124
H -0.7978 6.1423 -8.5539
H -2.1966 5.9169 -7.5548
H 0.2723 4.0184 -7.7402
H -1.0164 3.8233 -8.7359
H -1.1519 2.3495 -6.9630
H -1.3899 4.6431 -5.0186
H -0.0494 3.6736 -5.3502
H -2.7075 2.3179 -4.6002
H -1.5592 2.8608 -3.3792
H -2.4772 0.1250 -4.1576
H -1.3131 0.2588 -2.9923
H -0.9490 -0.6881 -4.4974
C -2.2295 -4.9405 -0.6570
O -2.5709 -5.6069 0.5510
C -2.3889 -4.8168 1.7086
C -0.9682 -4.2980 1.9389
N -0.0399 -5.3335 2.3397
C 1.2988 -4.7577 2.4946
C 2.2355 -5.9151 2.7107
O 2.1988 -6.7681 1.5666
C 2.9080 -7.9707 1.8232
H -2.4671 -3.8760 -0.5719
H -2.7974 -5.3604 -1.4832
H -1.1651 -4.9772 -0.9126
H -2.6327 -5.5050 2.5214
H -3.0990 -3.9800 1.7236
H -1.0471 -3.5854 2.7621
H -0.6018 -3.7505 1.0602
H 0.0045 -6.0999 1.6791
H 1.3548 -4.1464 3.3955
H 1.6345 -4.2796 1.5695
H 2.0171 -6.4984 3.6111
H 3.2650 -5.5517 2.8365
H 2.2590 -8.6200 2.4109
H 3.9062 -7.7940 2.2260
H 3.0899 -8.4898 0.8798
C 2.0783 4.1437 10.3343
O 1.1959 3.1706 9.8182
C 0.9115 3.3156 8.4474
C -0.1153 2.2777 8.0270
N 0.5050 0.9500 7.9325
C -0.4772 0.1068 7.2488
C -0.0535 -1.3300 7.0684
O -0.8285 -1.9354 6.0287
C -0.4520 -1.5858 4.7305
H 1.6580 5.1526 10.3160
H 2.9900 4.0477 9.7304
H 2.3779 3.9016 11.3520
H 1.7752 3.2459 7.7720
H 0.5638 4.3544 8.3373
H -0.4978 2.6236 7.0666
H -0.9519 2.2373 8.7327
H 0.8052 0.5504 8.8100
H -0.6931 0.5467 6.2699
H -1.4674 0.1453 7.7309
H -0.3132 -1.9292 7.9429
H 0.9880 -1.5366 6.8004
H 0.4051 -2.2196 4.4412
H -0.0985 -0.5720 4.5204
H -1.1610 -1.8545 3.9485
N 0.7259 -1.8619 -0.5535
C 0.4953 -1.2939 0.6813
C -0.7597 -0.7440 0.6922
C -1.3647 -1.0577 -0.5477
C -0.4414 -1.7829 -1.2637
H 1.6397 -2.2451 -0.7478
H 1.2566 -1.4292 1.4337
H -1.2514 -0.2127 1.4936
H -2.3653 -0.7873 -0.8418
H -0.4977 -2.2915 -2.2142
N 4.2789 -1.7074 0.2368
C 4.6554 -1.9749 -1.0511
C 4.1499 -3.2068 -1.3811
C 3.5069 -3.7395 -0.2468
C 3.7289 -2.8411 0.7802
H 4.4992 -0.8539 0.7602
H 5.1344 -1.2380 -1.6728
H 4.2140 -3.6469 -2.3644
H 3.0101 -4.6935 -0.1618
H 3.4730 -2.8413 1.8279
N -5.4147 -3.9475 -3.2950
C -5.1010 -2.6848 -2.8467
C -3.7752 -2.4789 -3.0867
C -3.2547 -3.6495 -3.6706
C -4.2911 -4.5455 -3.8094
H -6.3181 -4.3642 -3.1777
H -5.8972 -2.0806 -2.4445
H -3.2294 -1.5844 -2.8349
H -2.2350 -3.7952 -3.9934
H -4.2760 -5.5702 -4.1387


(2)
34
Properties=species:S:1:pos:R:3 method="wB97M-V/def2-TZVPD" largest_force_ev_per_a=1.8 e_tot_ev=-29306.1353 de_lowest_ev=0.000
C 2.5941 -0.6417 2.8156
C 1.5600 0.3686 3.3790
H 2.2881 -1.6705 2.9984
H 3.5456 -0.4777 3.3512
H 2.7780 -0.4972 1.7629
H 0.6178 0.4140 2.8450
H 1.3244 0.0765 4.4118
H 1.9828 1.3792 3.4000
C 1.0830 -2.0598 -1.5629
C 0.8118 -2.6485 -2.8013
C -0.4184 -2.3915 -3.4211
C -1.3194 -1.5148 -2.8115
H 1.9731 -2.2906 -0.9748
H 1.5539 -3.2989 -3.2538
H -0.6648 -2.8493 -4.3779
H -2.3061 -1.2995 -3.2086
N 0.2368 -1.1812 -1.0115
C -0.9111 -0.8482 -1.6475
C -1.6016 0.2823 -1.0279
N -0.9794 0.7475 0.0879
C -1.4647 1.8316 0.7140
C -3.2848 1.9954 -0.8610
C -2.6220 2.4810 0.2754
H -0.8935 2.1681 1.5741
H -2.9791 3.3424 0.8322
C -2.7568 0.8919 -1.5311
H -3.1987 0.4721 -2.4321
H -4.1987 2.4660 -1.2186
Be 0.3787 -0.3048 0.5329
I -0.4186 -2.0099 2.0517
O 1.3882 2.6119 1.1166
C 1.8178 1.8074 0.2849
O 1.6940 0.5051 0.3080
H 2.3895 2.1431 -0.6002


(3)
19
Properties=species:S:1:pos:R:3 method="wB97M-V/def2-TZVPD" largest_force_ev_per_a=2.6 e_tot_ev=-19050.7645 de_lowest_ev=1.234
C -0.0076 -1.5620 -0.0910
C 1.4271 -0.9158 -0.4359
C -0.7715 0.5797 -0.6521
C -1.0507 1.9526 -0.0888
C -1.0283 0.4261 -2.1284
N -0.8737 -0.4678 0.1866
O 1.3036 0.3676 -0.8110
O -0.7012 2.0092 1.2647
F -0.7155 1.5376 -2.7969
F -0.4182 -0.5862 -2.7338
F -2.3577 0.2286 -2.3363
H -0.3583 -2.1044 -0.9654
H 0.0480 -2.2361 0.7623
H 2.0421 -1.0030 0.4760
H 1.8553 -1.5325 -1.2406
H -2.1259 2.1637 -0.1596
H -0.5151 2.6940 -0.6912
H -0.8773 -0.1458 1.1552
H 0.2614 1.9452 1.3236


(4)
104
Properties=species:S:1:pos:R:3 method="wB97M-V/def2-TZVPD" largest_force_ev_per_a=1.5 smiles="C#Cc1cc2c(c(C=C)c1CCO)C(=O)c1cc(OCCNC[C@@H](C)O)ccc1C2=O.CC(C)O.CC(C)O.CC(C)O.CC(C)O" e_tot_ev=-59206.4798 de_lowest_ev=0.000
C 4.2544 1.4412 3.1115
C 4.1314 0.7888 2.1100
C 3.7760 -0.0373 0.9721
C 3.6890 -1.4127 1.2044
C 3.3119 -2.2401 0.1679
C 3.0566 -1.7115 -1.1107
C 3.1433 -0.3301 -1.3404
C 2.8542 0.1657 -2.7120
C 1.6991 -0.0327 -3.3667
C 3.4989 0.5264 -0.2721
C 3.5427 2.0137 -0.5359
C 4.7898 2.7549 0.0004
O 5.1241 3.8066 -0.9258
C 2.6617 -2.7124 -2.1868
O 3.0873 -2.6958 -3.3100
C 1.7175 -3.7782 -1.6853
C 0.6450 -4.2059 -2.4395
C -0.2323 -5.1651 -1.9140
O -1.3275 -5.6081 -2.5889
C -2.2043 -4.5709 -3.0287
C -3.5690 -4.5940 -2.3044
N -3.6956 -3.5408 -1.3049
C -4.9673 -2.8379 -1.2975
C -4.8434 -1.3579 -1.6816
C -4.3618 -0.4587 -0.5264
O -3.9570 -1.2348 -2.7984
C 0.0326 -5.6907 -0.6521
C 1.1213 -5.2606 0.1065
C 1.9715 -4.2923 -0.4054
C 3.1426 -3.7286 0.3480
O 3.8646 -4.3930 1.0463
H 4.3868 1.8190 4.0986
H 3.8987 -1.8594 2.1683
H 3.6505 0.7035 -3.2311
H 1.6611 -0.3038 -4.4195
H 0.7275 0.0724 -2.8827
H 3.4731 2.2314 -1.6042
H 2.6312 2.4418 -0.0967
H 4.5230 3.2606 0.9315
H 5.6695 2.1253 0.1102
H 4.2944 4.1761 -1.2384
H 0.4949 -3.7896 -3.4298
H -2.3925 -4.7110 -4.0967
H -1.7863 -3.5676 -2.9100
H -4.3467 -4.5283 -3.0730
H -3.6504 -5.5797 -1.8279
H -2.9229 -2.8941 -1.3431
H -5.7216 -3.3091 -1.9327
H -5.3687 -2.8609 -0.2754
H -5.8202 -0.9686 -1.9970
H -3.2690 -0.3739 -0.5430
H -4.7022 -0.8183 0.4448
H -4.7585 0.5504 -0.6495
H -3.6463 -0.3249 -2.8059
H -0.6024 -6.4522 -0.2145
H 1.2945 -5.6632 1.0972
C 6.8030 4.8150 4.0435
C 6.0438 5.5829 2.9723
C 6.4420 7.0505 2.9519
O 4.6378 5.4651 3.1991
H 6.5821 5.2193 5.0357
H 6.5010 3.7668 4.0472
H 7.8805 4.8663 3.8804
H 6.2395 5.1372 1.9960
H 6.2098 7.5251 3.9096
H 5.8844 7.5862 2.1831
H 7.5085 7.1694 2.7555
H 4.4454 5.8539 4.0586
C -2.4605 1.5370 -4.7608
C -2.7964 2.9311 -4.2578
C -1.6125 3.8751 -4.3994
O -3.2020 2.8636 -2.8877
H -1.6391 1.1061 -4.1794
H -3.3211 0.8760 -4.6451
H -2.1703 1.5482 -5.8120
H -3.6469 3.3255 -4.8148
H -0.7638 3.5178 -3.8092
H -1.8688 4.8678 -4.0280
H -1.2978 3.9628 -5.4402
H -2.4603 2.5189 -2.3789
C -8.6623 2.6058 -0.8216
C -8.0468 2.0797 0.4662
C -8.2052 3.0776 1.6031
O -6.6631 1.7934 0.2607
H -8.1667 3.5288 -1.1346
H -8.5366 1.8828 -1.6284
H -9.7271 2.8088 -0.6981
H -8.5204 1.1358 0.7393
H -7.6959 4.0153 1.3644
H -7.7551 2.6897 2.5175
H -9.2568 3.2943 1.7970
H -6.2249 2.6165 0.0177
C 2.7754 -4.1678 6.4960
C 2.2962 -3.0645 5.5651
C 1.1344 -3.5338 4.7019
O 3.3709 -2.6303 4.7331
H 3.1300 -5.0277 5.9212
H 3.6113 -3.8190 7.1033
H 1.9765 -4.5007 7.1605
H 1.9895 -2.1978 6.1521
H 1.4402 -4.3745 4.0723
H 0.8056 -2.7346 4.0362
H 0.2872 -3.8489 5.3133
H 3.6561 -3.3852 4.2051


(5)
21
Properties=species:S:1:pos:R:3 method="wB97M-V/def2-TZVPD" largest_force_ev_per_a=2.2 e_tot_ev=-12346.1037 de_lowest_ev=5.204
C 2.0290 -0.5931 -0.0096
N -0.3684 -2.3345 -0.4311
C -0.1109 -1.2476 -1.1903
C 0.8355 -0.2758 -0.8726
H 0.3362 -2.6808 0.2018
H -1.1507 -2.9240 -0.6707
H -0.8179 -1.0614 -1.9863
H 1.0407 0.4230 -1.6745
H 1.7810 -1.2263 0.8480
H 2.4405 0.3375 0.3862
H 2.8091 -1.1075 -0.5776
C -0.4889 1.0021 0.1949
N 0.2052 2.1975 0.4449
N -0.6539 0.3014 1.4121
O -2.6455 1.6926 -0.2676
N -1.4786 0.9772 -0.7521
H -2.8218 1.4229 0.6472
H -1.1350 -0.5770 1.2543
H 0.2019 0.1961 1.9454
H -0.0287 2.8856 -0.2609
H 0.0210 2.5920 1.3585


(6)
34
Properties=species:S:1:pos:R:3 method="wB97M-V/def2-TZVPD" largest_force_ev_per_a=6.8 smiles="CN1C(=O)C(=CN[C@H](CC(=O)O)C(=O)O)C(=O)N(C)C1=O" e_tot_ev=-30420.7046 de_lowest_ev=1.574
O 0.6850 -1.9737 0.0732
O 0.7639 2.3711 1.7791
O 2.8632 -0.9904 3.9925
O -2.3492 0.8776 -5.0761
O -2.9136 2.1584 -1.2964
O -1.4525 -1.0486 -4.8418
O -4.3116 0.6765 -2.3658
C 1.0275 -1.1604 0.9726
C 1.0835 1.1821 1.9200
C 2.1853 -0.6196 3.0206
C -1.5680 0.1821 -4.5157
C -3.0718 1.0896 -1.8917
C 0.5830 0.2286 0.9166
C -0.2305 0.6667 -0.1873
N 1.7806 -1.5411 2.1347
N 1.8923 0.7394 2.9591
N -0.9397 -0.2012 -1.0300
C 1.9367 -2.9833 2.4060
C 2.3282 1.7158 3.9860
C -0.9157 0.7002 -3.2739
C -1.8769 0.1620 -2.1332
H -1.6245 -1.0614 -5.8043
H -4.9643 1.1874 -2.0379
H -0.6117 1.6929 -0.1860
H -0.6055 -1.2141 -0.9410
H 2.6612 -3.5082 1.7319
H 0.9705 -3.4290 2.4117
H 2.3389 -3.2458 3.4389
H 2.6143 1.2736 4.9171
H 1.6049 2.5060 4.1918
H 3.2586 2.2570 3.7651
H 0.0843 0.2597 -3.3063
H -0.8926 1.7697 -3.1856
H -2.3342 -0.7199 -2.5438


(7)
34
Properties=species:S:1:pos:R:3 method="wB97M-V/def2-TZVPD" charge=+1 largest_force_ev_per_a=5.8 e_tot_ev=-25461.7405 de_lowest_ev=8.223
C -3.7390 -2.8688 3.4603
C -4.1162 -1.1268 1.7899
C -2.5863 -3.2525 2.7124
C -3.0075 -1.4229 1.0280
C -4.5135 -1.7723 2.9880
C -2.3178 -2.4167 1.6588
C 1.0149 1.9945 -0.6089
C 2.5174 0.4978 -1.8327
C -0.0633 1.0348 -0.4089
C 1.4786 -0.6087 -1.8223
C 2.9187 2.9059 -1.8999
N 1.9789 -0.2755 0.8467
N -5.5574 -1.3248 3.7192
N 1.8947 1.8057 -1.8413
P 0.7211 -0.6301 -0.0800
H -3.9986 -3.5087 4.2345
H -4.7734 -0.3628 1.2639
H -2.2653 -4.3550 2.8069
H -2.6856 -0.8962 0.0750
H 0.8205 3.0877 -0.5115
H 1.6734 1.8749 0.2584
H 3.1748 0.4570 -0.9407
H 3.2784 0.4705 -2.6409
H -0.9468 1.1600 0.3442
H -0.6575 0.8499 -1.3408
H 0.6410 -0.5783 -2.5717
H 1.8910 -1.6721 -1.9570
H 3.2902 3.0722 -0.8151
H 3.7754 2.6236 -2.4509
H 2.6405 3.7332 -2.3374
H 2.4295 -1.0690 1.2318
H -6.0706 -1.8920 4.4037
H -6.0614 -0.4826 3.5746
H 1.1823 1.6906 -2.6176